The following is a quantum chemistry calculation of a cluster of 14 separate species, C4H32NO16 in total at a distorted geometry, from the Open Molecules 2025 dataset.

**Net charge**: -1

Bonds (Å) are listed after each position.
Atoms and positions in Å:
1 O 0.773 -1.172 -1.592  C2 1.216
2 C 0.738 -1.298 -0.383  O1 1.216, C3 1.533, H9 1.104
3 C -0.515 -0.888 0.399  C2 1.533, C4 1.533, N8 1.476, H10 1.083
4 C -0.607 -1.604 1.752  C3 1.533, C5 1.522, H11 1.089, H12 1.094
5 C -1.118 -0.625 2.800  C4 1.522, O6 1.269, O7 1.251
6 O -0.513 0.481 2.948  C5 1.269
7 O -2.119 -0.981 3.459  C5 1.251
8 N -1.710 -1.061 -0.449  C3 1.476, H13 1.013, H14 1.020
9 H 1.502 -1.889 0.152  C2 1.104
10 H -0.371 0.183 0.469  C3 1.083
11 H -1.307 -2.398 1.497  C4 1.089
12 H 0.416 -1.846 2.053  C4 1.094
13 H -1.485 -1.792 -1.113  N8 1.013
14 H -1.738 -0.246 -1.062  N8 1.020
15 H -3.286 0.836 -1.951  O17 0.981
16 H -2.117 1.759 -1.806  O17 0.988
17 O -2.597 1.258 -2.509  H15 0.981, H16 0.988
18 H 4.518 0.218 -2.155  O20 0.980
19 H 3.236 -0.192 -2.787  O20 0.970
20 O 4.018 0.345 -2.988  H18 0.980, H19 0.970
21 H -4.655 0.898 0.256  O23 0.961
22 H -4.288 -0.343 -0.601  O23 0.968
23 O -4.643 0.556 -0.642  H21 0.961, H22 0.968
24 H -3.546 -0.717 2.406  O26 0.979
25 H -3.288 -0.651 0.974  O26 0.980
26 O -3.919 -0.269 1.619  H24 0.979, H25 0.980
27 H -3.080 1.462 1.827  O29 0.983
28 H -1.742 1.692 2.543  O29 0.989
29 O -2.266 2.009 1.766  H27 0.983, H28 0.989
30 H 4.201 -0.833 2.654  O32 0.951
31 H 2.979 -0.592 1.852  O32 0.999
32 O 3.788 -1.176 1.869  H30 0.951, H31 0.999
33 H -2.050 -0.268 -3.304  O35 0.966
34 H -1.113 -1.464 -3.043  O35 0.961
35 O -2.033 -1.228 -3.189  H33 0.966, H34 0.961
36 H 3.361 2.052 -2.396  O38 0.974
37 H 1.828 1.987 -2.039  O38 0.971
38 O 2.625 2.539 -1.982  H36 0.974, H37 0.971
39 H 2.341 1.521 1.659  O41 0.968
40 H 1.055 0.562 2.240  O41 0.994
41 O 1.867 0.677 1.678  H39 0.968, H40 0.994
42 H 4.171 2.987 -0.195  O44 0.979
43 H 2.697 3.132 -0.248  O44 0.992
44 O 3.440 3.266 0.394  H42 0.979, H43 0.992
45 H -1.103 3.158 -0.682  O47 0.951
46 H -1.638 2.157 0.249  O47 0.989
47 O -1.118 2.211 -0.590  H45 0.951, H46 0.989
48 H 4.099 0.544 -0.070  O50 0.962
49 H 4.942 -0.788 0.059  O50 0.927
50 O 4.879 0.049 -0.335  H48 0.962, H49 0.927
51 H -1.116 -4.404 -2.125  O53 0.973
52 H 0.226 -3.699 -2.298  O53 0.961
53 O -0.183 -4.445 -1.851  H51 0.973, H52 0.961

=====

The following is a quantum chemistry calculation of a cluster of 13 separate species, C4H33NO14 in total at a distorted geometry, from the Open Molecules 2025 dataset.

**Net charge**: 0

Bonds (Å) are listed after each position.
Atoms and positions in Å:
1 C -0.322 0.401 -2.699  N2 1.377, O7 1.200, H8 1.092
2 N -1.265 1.369 -2.435  C1 1.377, C3 1.465, C4 1.483
3 C -2.012 1.955 -3.550  N2 1.465, H9 1.085, H10 1.086, H11 1.093
4 C -0.888 2.312 -1.355  N2 1.483, C5 1.516, H12 1.092, H13 1.086
5 C -1.751 2.184 -0.115  C4 1.516, O6 1.455, H14 1.095, H15 1.088
6 O -1.655 0.917 0.595  C5 1.455, H16 0.963
7 O -0.581 -0.551 -3.382  C1 1.200
8 H 0.624 0.446 -2.154  C1 1.092
9 H -3.023 1.568 -3.474  C3 1.085
10 H -1.841 3.026 -3.605  C3 1.086
11 H -1.642 1.606 -4.518  C3 1.093
12 H -1.008 3.335 -1.719  C4 1.092
13 H 0.163 2.133 -1.151  C4 1.086
14 H -1.261 2.824 0.627  C5 1.095
15 H -2.790 2.503 -0.149  C5 1.088
16 H -1.682 0.258 -0.106  O6 0.963
17 H -1.042 1.841 4.208  O19 0.949
18 H -0.830 1.302 2.851  O19 0.963
19 O -1.524 1.666 3.410  H17 0.949, H18 0.963
20 H 2.949 -1.677 -2.988  O22 0.960
21 H 1.860 -1.273 -2.063  O22 0.949
22 O 2.460 -0.903 -2.698  H20 0.960, H21 0.949
23 H 2.064 1.970 1.009  O25 0.950
24 H 3.551 1.985 1.365  O25 0.951
25 O 2.933 1.793 0.668  H23 0.950, H24 0.951
26 H 0.671 4.185 0.499  O28 0.969
27 H 2.151 4.026 0.310  O28 0.984
28 O 1.479 4.100 1.026  H26 0.969, H27 0.984
29 H 0.962 -3.577 3.603  O31 0.956
30 H 1.439 -2.096 3.571  O31 0.960
31 O 1.662 -2.981 3.866  H29 0.956, H30 0.960
32 H 3.629 -2.643 0.084  O34 0.981
33 H 3.332 -1.212 -0.550  O34 0.968
34 O 3.291 -2.167 -0.703  H32 0.981, H33 0.968
35 H 2.337 0.234 2.968  O37 0.965
36 H 3.614 -0.357 2.493  O37 0.957
37 O 3.285 0.410 2.961  H35 0.965, H36 0.957
38 H -1.287 -3.011 1.721  O40 0.977
39 H -0.404 -3.708 0.812  O40 0.956
40 O -0.513 -2.823 1.156  H38 0.977, H39 0.956
41 H -3.298 -1.658 0.783  O43 0.964
42 H -3.499 -1.352 2.248  O43 0.963
43 O -2.982 -1.911 1.658  H41 0.964, H42 0.963
44 H 0.406 0.133 1.715  O46 0.950
45 H -0.173 -1.101 2.432  O46 0.965
46 O 0.476 -0.391 2.504  H44 0.950, H45 0.965
47 H -0.343 -3.408 -1.080  O49 0.976
48 H 0.685 -2.981 -2.001  O49 0.970
49 O 0.110 -3.752 -1.873  H47 0.976, H48 0.970
50 H -2.771 -2.064 -1.622  O52 0.958
51 H -2.554 -1.463 -2.955  O52 0.988
52 O -3.188 -1.422 -2.197  H50 0.958, H51 0.988

=====

The following is a quantum chemistry calculation of a cluster of 13 separate species, C4H33NO15 in total at a distorted geometry, from the Open Molecules 2025 dataset.

**Net charge**: 0

Bonds (Å) are listed after each position.
Atoms and positions in Å:
1 O 4.392 -1.434 -1.359  C2 1.234
2 C 3.206 -1.335 -1.034  O1 1.234, O3 1.387, C4 1.516
3 O 2.205 -2.036 -1.691  C2 1.387, H9 0.907
4 C 2.614 -0.486 0.074  C2 1.516, C5 1.533, N8 1.484, H10 1.229
5 C 2.917 1.005 -0.109  C4 1.533, C6 1.578, H11 1.159, H12 1.121
6 C 3.297 2.045 1.016  C5 1.578, O7 1.450, H13 0.995, H14 1.181
7 O 2.084 2.338 1.756  C6 1.450, H17 0.973
8 N 1.206 -0.945 0.175  C4 1.484, H15 1.084, H16 0.947
9 H 2.536 -2.610 -2.312  O3 0.907
10 H 3.195 -0.825 1.102  C4 1.229
11 H 3.585 1.302 -1.008  C5 1.159
12 H 2.003 1.539 -0.477  C5 1.121
13 H 3.610 2.880 0.575  C6 0.995
14 H 4.057 1.558 1.777  C6 1.181
15 H 0.422 -0.315 -0.229  N8 1.084
16 H 0.978 -1.775 -0.219  N8 0.947
17 H 2.262 2.047 2.667  O7 0.973
18 H -4.608 -0.226 -0.635  O20 0.945
19 H -3.969 -0.199 -1.900  O20 0.921
20 O -4.583 -0.712 -1.444  H18 0.945, H19 0.921
21 H 0.379 2.879 0.473  O23 0.997
22 H -0.423 4.004 -0.511  O23 0.924
23 O -0.147 3.139 -0.333  H21 0.997, H22 0.924
24 H 1.989 -0.810 -3.589  O26 1.107
25 H 0.739 -0.828 -3.975  O26 0.977
26 O 1.456 -1.332 -4.406  H24 1.107, H25 0.977
27 H -0.502 0.415 -2.858  O29 0.980
28 H -0.036 1.548 -3.788  O29 1.021
29 O 0.292 0.968 -3.013  H27 0.980, H28 1.021
30 H -3.599 -2.133 -0.810  O32 0.956
31 H -3.514 -3.265 0.311  O32 0.876
32 O -3.257 -2.482 0.012  H30 0.956, H31 0.876
33 H -1.066 2.055 -1.411  O35 0.927
34 H -1.427 0.553 -1.300  O35 0.995
35 O -1.755 1.455 -1.565  H33 0.927, H34 0.995
36 H -2.703 3.424 -0.156  O38 1.035
37 H -2.323 3.108 1.239  O38 0.968
38 O -2.661 3.885 0.770  H36 1.035, H37 0.968
39 H 1.696 -2.925 1.867  O41 0.910
40 H 1.146 -1.876 2.719  O41 0.961
41 O 1.121 -2.824 2.564  H39 0.910, H40 0.961
42 H -1.661 -4.293 -0.385  O44 1.061
43 H -0.824 -3.734 0.612  O44 0.929
44 O -0.685 -3.885 -0.294  H42 1.061, H43 0.929
45 H -0.945 1.342 2.539  O47 0.985
46 H -0.462 -0.248 2.200  O47 1.121
47 O -0.137 0.817 2.335  H45 0.985, H46 1.121
48 H -1.314 -0.924 4.306  O50 0.886
49 H -2.555 -0.925 3.501  O50 0.965
50 O -1.601 -1.065 3.479  H48 0.886, H49 0.965
51 H -1.665 1.226 0.466  O53 0.970
52 H -2.495 0.069 1.420  O53 0.964
53 O -2.469 0.848 0.854  H51 0.970, H52 0.964

=====

The following is a quantum chemistry calculation of a cluster of 13 separate species, C4H33NO15 in total at a distorted geometry, from the Open Molecules 2025 dataset.

**Net charge**: 0

Bonds (Å) are listed after each position.
Atoms and positions in Å:
1 O -0.188 -0.156 1.642  C2 1.234
2 C 0.533 0.084 0.669  O1 1.234, O3 1.309, C4 1.496
3 O 1.757 -0.381 0.676  C2 1.309, H9 1.049
4 C 0.003 0.842 -0.507  C2 1.496, C5 1.617, N8 1.465, H10 1.142
5 C -0.157 -0.047 -1.849  C4 1.617, C6 1.473, H11 1.075, H12 1.094
6 C 0.540 0.538 -3.007  C5 1.473, O7 1.428, H13 1.113, H14 1.100
7 O 1.912 0.206 -3.220  C6 1.428, H15 0.967
8 N -1.307 1.467 -0.308  C4 1.465, H16 1.028, H17 1.038
9 H 2.202 -0.591 1.602  O3 1.049
10 H 0.751 1.681 -0.706  C4 1.142
11 H 0.183 -1.056 -1.700  C5 1.075
12 H -1.231 -0.251 -1.873  C5 1.094
13 H 0.098 0.188 -3.966  C6 1.113
14 H 0.344 1.612 -3.138  C6 1.100
15 H 2.422 0.561 -2.479  O7 0.967
16 H -1.967 0.862 -0.811  N8 1.028
17 H -1.631 1.271 0.658  N8 1.038
18 H -1.562 3.634 0.162  O20 0.962
19 H -1.725 4.509 1.431  O20 0.957
20 O -1.129 3.917 0.973  H18 0.962, H19 0.957
21 H 1.022 3.796 1.459  O23 0.978
22 H 1.956 3.523 2.599  O23 0.966
23 O 1.576 3.080 1.830  H21 0.978, H22 0.966
24 H -4.615 -1.238 1.056  O26 0.956
25 H -3.398 -0.256 0.639  O26 0.956
26 O -4.290 -0.557 0.469  H24 0.956, H25 0.956
27 H -1.151 -2.274 0.647  O29 0.957
28 H -2.297 -1.970 -0.328  O29 0.970
29 O -1.627 -1.552 0.237  H27 0.957, H28 0.970
30 H 2.587 -2.568 2.245  O32 1.016
31 H 2.632 -1.294 3.329  O32 0.980
32 O 2.967 -1.656 2.482  H30 1.016, H31 0.980
33 H 2.930 -1.985 -3.917  O35 0.957
34 H 1.368 -1.840 -3.961  O35 0.956
35 O 2.100 -2.455 -3.988  H33 0.957, H34 0.956
36 H 3.185 1.265 0.063  O38 0.973
37 H 3.969 1.827 -1.132  O38 0.975
38 O 3.065 1.608 -0.839  H36 0.973, H37 0.975
39 H -1.331 1.458 2.601  O41 0.990
40 H -2.575 2.393 2.726  O41 0.961
41 O -1.830 2.045 3.224  H39 0.990, H40 0.961
42 H 0.289 -2.386 2.234  O44 0.958
43 H 0.809 -2.748 0.754  O44 0.942
44 O 0.961 -2.788 1.682  H42 0.958, H43 0.942
45 H -1.616 -0.062 3.790  O47 0.962
46 H -0.258 -0.260 3.512  O47 0.984
47 O -0.945 -0.693 4.067  H45 0.962, H46 0.984
48 H 1.657 -2.834 -2.007  O50 0.960
49 H 2.175 -3.912 -0.967  O50 0.963
50 O 1.589 -3.162 -1.108  H48 0.960, H49 0.963
51 H -4.125 -0.883 -2.957  O53 0.957
52 H -3.371 0.071 -2.002  O53 0.956
53 O -3.257 -0.582 -2.690  H51 0.957, H52 0.956

=====

In the order shown, the computed total energy values come out to -1430.3480 -1280.2618 -1355.3577 -1355.5203 a.u..
In the order shown, the computed energy above the lowest of the compared OMol25 structures with the same formula, charge and spin values come out to 2.6671 4.7622 7.2074 2.7821 eV.